# 1
A structure of composition C35H37BF3NO3S. Source: the OMol25 dataset; level of theory: the ωB97M-V functional and the def2-TZVPD basis.

```
81
Properties=species:S:1:pos:R:3:lowdin_charge:R:1
C -2.987 6.482 -0.796 -0.112
C -2.113 5.394 -0.289 -0.594
C -2.052 4.931 1.021 -0.129
C -0.996 4.007 1.235 -0.117
C -0.202 3.798 0.105 -0.452
B -1.005 -0.932 -0.024 -0.687
C 1.009 3.032 0.014 -0.236
C 1.706 2.643 1.182 0.003
C 3.091 2.613 1.143 0.005
C 3.721 2.919 -0.061 -0.149
C 5.161 3.305 -0.065 -0.519
F 5.824 2.775 -1.144 0.098
F 5.323 4.667 -0.131 0.117
F 5.829 2.874 1.048 0.109
C 3.031 2.924 -1.278 -0.006
C 1.652 2.919 -1.235 -0.046
O -1.776 -1.216 1.047 0.168
C -3.081 -0.613 0.755 -0.418
C -4.108 -1.674 1.092 -0.011
C -3.268 0.593 1.670 -0.006
C -3.003 -0.186 -0.780 -0.454
C -3.634 -1.190 -1.737 -0.003
C -3.463 1.214 -1.153 -0.009
O -1.596 -0.183 -1.034 0.122
S -0.925 4.623 -1.272 1.085
H -3.433 7.048 0.031 0.084
H -2.367 7.169 -1.383 0.075
H -3.798 6.101 -1.429 0.080
H -2.739 5.259 1.792 0.109
H -0.787 3.510 2.180 0.107
H 1.162 2.499 2.112 0.115
H 3.681 2.405 2.031 0.128
H 3.585 2.968 -2.211 0.129
H 1.063 2.929 -2.152 0.104
H -5.100 -1.374 0.732 0.098
H -3.835 -2.643 0.655 0.088
H -4.145 -1.787 2.183 0.092
H -4.241 1.070 1.469 0.100
H -3.257 0.251 2.714 0.094
H -2.471 1.340 1.538 0.086
H -4.728 -1.114 -1.698 0.092
H -3.310 -0.971 -2.763 0.102
H -3.333 -2.223 -1.519 0.087
H -4.549 1.332 -1.028 0.096
H -2.932 1.970 -0.560 0.075
H -3.212 1.398 -2.207 0.099
C -3.117 -6.022 -1.810 -0.062
O -2.277 -5.217 -2.659 -0.093
C -1.255 -4.508 -2.124 -0.285
C -0.916 -4.529 -0.756 -0.005
C -0.208 -3.455 -0.245 -0.017
C 0.164 -2.360 -1.054 -0.159
C 0.533 -0.986 -0.407 -0.060
C 1.534 -1.114 0.652 -0.137
C 2.951 -0.959 0.432 -0.118
C 3.728 -0.484 -0.629 -0.020
C 5.102 -0.334 -0.410 -0.105
C 5.716 -0.755 0.775 -0.092
C 4.975 -1.400 1.775 -0.015
C 3.599 -1.470 1.586 -0.169
N 2.612 -1.966 2.445 -0.106
C 2.856 -2.785 3.616 -0.030
C 1.373 -1.708 1.905 -0.008
C 0.073 -2.525 -2.453 -0.010
C -0.580 -3.613 -2.989 0.001
H -3.760 -6.563 -2.505 0.090
H -2.532 -6.736 -1.213 0.088
H -3.736 -5.397 -1.148 0.093
H -1.296 -5.323 -0.112 0.107
H 0.039 -3.439 0.818 0.113
H 0.840 -0.238 -1.143 0.140
H 3.254 -0.227 -1.577 0.113
H 5.708 0.132 -1.192 0.099
H 6.782 -0.571 0.912 0.102
H 5.414 -1.797 2.687 0.100
H 3.693 -2.366 4.194 0.085
H 1.947 -2.807 4.228 0.089
H 3.128 -3.822 3.345 0.096
H 0.448 -1.991 2.410 0.133
H 0.539 -1.781 -3.096 0.124
H -0.722 -3.743 -4.055 0.117
```

Output
Total charge: 0
Highest occupied orbital energy (eV): -7.23
Kohn-Sham gap (eV): 7.212

---

# 2
A structure of composition C35H37BrP2Pt. Source: the OMol25 dataset; level of theory: the ωB97M-V functional and the def2-TZVPD basis.

```
76
Properties=species:S:1:pos:R:3:lowdin_charge:R:1
Pt 4.600 -1.398 2.430 0.878
C 5.844 0.058 3.750 -0.310
C 4.503 0.487 3.540 -0.316
C 4.162 1.638 2.624 -0.187
C 3.983 1.295 1.122 -0.202
C 4.517 -0.070 0.725 -0.291
C 5.887 -0.391 0.951 -0.236
C 6.910 0.587 1.496 -0.166
C 7.046 0.563 3.038 -0.211
C 4.867 -2.999 1.152 -0.250
H 6.063 -0.418 4.714 0.068
H 3.805 0.253 4.361 0.084
H 4.930 2.425 2.706 0.114
H 3.218 2.094 2.972 0.103
H 2.909 1.307 0.845 0.097
H 4.471 2.076 0.513 0.112
H 3.997 -0.613 -0.089 0.108
H 6.312 -1.229 0.384 0.081
H 6.668 1.608 1.156 0.111
H 7.882 0.317 1.064 0.112
H 7.930 -0.049 3.290 0.116
H 7.278 1.583 3.399 0.114
H 4.861 -3.868 1.828 -0.022
H 5.819 -2.976 0.592 0.009
H 4.029 -3.003 0.442 0.022
P -3.248 0.035 0.545 0.993
P -2.489 -0.854 -2.349 0.992
C -3.082 1.289 -0.754 -0.330
C -2.670 0.915 -1.987 -0.345
C -4.840 0.556 1.320 -0.392
C -5.326 1.867 1.210 -0.102
C -6.545 2.224 1.792 -0.084
C -7.298 1.271 2.484 -0.088
C -6.846 -0.052 2.553 -0.090
C -5.634 -0.421 1.964 -0.101
C -1.908 0.517 1.716 -0.368
C -0.577 0.169 1.393 -0.092
C 0.450 0.427 2.307 -0.087
C 0.179 1.082 3.516 -0.088
C -1.142 1.419 3.832 -0.085
C -2.190 1.077 2.969 -0.091
C -3.569 -0.913 -3.867 -0.361
C -4.969 -0.809 -3.705 -0.103
C -5.812 -0.900 -4.818 -0.092
C -5.272 -1.049 -6.101 -0.097
C -3.887 -1.108 -6.271 -0.088
C -3.042 -1.080 -5.156 -0.091
C -0.819 -0.858 -3.087 -0.419
C -0.194 -2.117 -3.245 -0.111
C 1.081 -2.190 -3.799 -0.090
C 1.754 -1.021 -4.193 -0.089
C 1.118 0.220 -4.066 -0.084
C -0.148 0.305 -3.476 -0.096
H -3.341 2.322 -0.531 0.056
H -2.498 1.636 -2.799 0.076
H -4.769 2.631 0.669 0.085
H -6.896 3.249 1.704 0.101
H -8.226 1.563 2.969 0.101
H -7.439 -0.801 3.074 0.101
H -5.290 -1.458 2.000 0.101
H -0.361 -0.333 0.444 0.099
H 1.470 0.095 2.099 0.079
H 0.987 1.287 4.223 0.098
H -1.371 1.927 4.769 0.102
H -3.230 1.225 3.270 0.099
H -5.386 -0.650 -2.702 0.102
H -6.893 -0.855 -4.688 0.101
H -5.926 -1.146 -6.961 0.097
H -3.446 -1.195 -7.262 0.101
H -1.961 -1.176 -5.298 0.097
H -0.729 -3.019 -2.930 0.103
H 1.560 -3.163 -3.925 0.102
H 2.766 -1.080 -4.588 0.099
H 1.606 1.128 -4.414 0.101
H -0.602 1.289 -3.325 0.088
Br 4.411 -2.754 4.468 0.052
```

Output
Total charge: 0
Highest occupied orbital energy (spin up / spin down) (eV): -5.37 / -7.57
Kohn-Sham gap (spin up / spin down) (eV): 5.788 / 4.758
⟨S²⟩: 2.02
Multiplicity: 3

---

# 3
A structure of composition C35H37ClOPPd. Source: the OMol25 dataset; level of theory: the ωB97M-V functional and the def2-TZVPD basis.

```
76
Properties=species:S:1:pos:R:3:lowdin_charge:R:1
C -0.779 -2.344 2.012 -0.183
C -0.632 -2.422 0.581 -0.165
C 0.751 -2.591 0.295 -0.197
H -1.442 -2.470 -0.142 0.105
C 1.459 -2.624 1.538 -0.177
C 0.516 -2.482 2.617 -0.161
H 0.708 -2.427 3.694 0.128
H -1.698 -2.278 2.577 0.096
H 1.151 -2.797 -0.696 0.101
H 2.516 -2.784 1.694 0.124
Pd 0.456 -0.855 1.402 0.966
Cl 2.322 0.575 -0.240 0.029
P 0.360 -0.440 -2.652 1.181
C 1.557 -1.597 -3.368 -0.356
C 1.245 -2.401 -4.483 -0.082
H 0.244 -2.374 -4.916 0.107
C 2.223 -3.230 -5.034 -0.063
H 1.990 -3.832 -5.914 0.114
C 3.506 -3.291 -4.467 -0.051
H 4.271 -3.922 -4.924 0.115
C 3.794 -2.551 -3.314 -0.061
H 4.782 -2.625 -2.855 0.117
C 2.827 -1.726 -2.759 -0.111
H 3.026 -1.148 -1.851 0.011
C -1.332 -0.935 -3.091 -0.335
C -1.759 -2.280 -2.945 -0.111
H -1.074 -3.038 -2.569 0.106
C -3.061 -2.639 -3.299 -0.066
H -3.375 -3.684 -3.216 0.117
C -3.962 -1.670 -3.752 -0.053
H -4.972 -1.961 -4.059 0.118
C -3.583 -0.320 -3.790 -0.054
H -4.301 0.438 -4.101 0.115
C -2.282 0.048 -3.434 -0.065
H -1.998 1.100 -3.443 0.108
C 0.671 1.257 -3.091 -0.410
C 1.209 1.579 -4.345 -0.071
H 1.498 0.788 -5.036 0.110
C 1.362 2.922 -4.717 -0.063
H 1.724 3.183 -5.721 0.114
C 1.054 3.950 -3.805 -0.052
H 1.158 5.004 -4.109 0.117
C 0.633 3.625 -2.501 -0.060
H 0.456 4.425 -1.770 0.119
C 0.451 2.295 -2.152 -0.144
H 0.203 2.038 -1.126 0.063
C 2.936 0.509 3.427 -0.068
C 2.214 1.834 3.710 -0.363
C 2.306 2.825 2.550 -0.084
C 0.772 1.610 4.200 -0.099
C 0.538 1.465 5.556 -0.022
C -0.728 1.138 6.052 -0.019
C -1.800 0.960 5.162 -0.014
C -1.612 1.035 3.795 -0.112
C -2.719 0.764 2.770 -0.388
C -3.717 -0.294 3.236 -0.072
C -3.410 2.078 2.389 -0.047
C -0.340 1.503 3.289 -0.311
O -0.220 1.762 2.041 -0.016
H 2.700 0.180 2.400 -0.007
H 2.630 -0.261 4.152 0.078
H 4.028 0.632 3.499 0.093
H 2.729 2.290 4.569 0.131
H 2.009 2.319 1.625 -0.013
H 1.644 3.681 2.751 0.092
H 3.334 3.190 2.450 0.088
H 1.385 1.608 6.231 0.126
H -0.885 1.017 7.131 0.122
H -2.801 0.758 5.543 0.118
H -2.235 0.385 1.859 0.109
H -4.304 0.067 4.086 0.080
H -4.408 -0.531 2.412 0.090
H -3.205 -1.220 3.522 0.062
H -2.662 2.769 1.988 0.080
H -4.174 1.909 1.619 0.086
H -3.883 2.529 3.265 0.090
```

Output
Total charge: +1
Highest occupied orbital energy (spin up / spin down) (eV): -10.59 / -11.38
Kohn-Sham gap (spin up / spin down) (eV): 8.368 / 6.135
⟨S²⟩: 6.06
Multiplicity: 5

---

# 4
A structure of composition C35H37IN4O3Ti. Source: the OMol25 dataset; level of theory: the ωB97M-V functional and the def2-TZVPD basis.

```
81
Properties=species:S:1:pos:R:3:nbo_charge:R:1
Ti 0.024 -0.379 -0.072 1.933
C 3.453 2.777 -0.337 -0.651
C 3.091 2.149 0.968 0.208
N 3.722 2.582 2.059 -0.373
C 3.461 2.024 3.232 0.068
C 2.579 0.962 3.436 -0.074
C 2.371 0.435 4.831 -0.086
O 2.510 -0.983 4.830 -0.744
C 1.921 0.483 2.307 -0.009
C 1.011 -0.710 2.276 0.204
N -0.322 -0.404 1.815 -0.834
C -1.376 -0.953 2.592 0.170
C -1.673 -0.422 3.844 -0.234
C -2.685 -0.969 4.618 -0.175
C -3.423 -2.045 4.147 -0.182
C -3.143 -2.588 2.902 -0.213
C -2.120 -2.043 2.143 -0.207
I -1.649 -2.842 0.287 0.412
C 2.160 1.123 1.098 0.212
O 1.421 0.711 0.008 -0.793
H 4.526 2.671 -0.498 0.258
H 3.239 3.846 -0.315 0.244
H 2.925 2.319 -1.169 0.214
H 4.001 2.433 4.080 0.212
H 1.376 0.716 5.195 0.180
H 3.104 0.899 5.493 0.202
H 2.512 -1.305 5.738 0.499
H 1.027 -1.278 3.204 0.263
H -1.112 0.434 4.199 0.228
H -2.902 -0.544 5.589 0.242
H -4.218 -2.465 4.747 0.247
H -3.713 -3.431 2.537 0.245
C -3.494 0.215 0.064 -0.653
C -2.223 0.826 -0.480 -0.113
C -1.794 0.502 -1.797 -0.135
C -2.642 -0.449 -2.614 -0.652
C -0.788 1.274 -2.418 0.113
C -0.324 1.000 -3.821 -0.672
C -0.287 2.423 -1.772 0.013
C 0.597 3.351 -2.554 -0.654
C -0.640 2.690 -0.449 0.033
C -0.006 3.824 0.307 -0.663
C -1.601 1.889 0.208 0.103
C -2.006 2.272 1.603 -0.669
H -4.311 0.922 -0.108 0.255
H -3.456 0.021 1.132 0.238
H -3.757 -0.713 -0.430 0.235
H -2.755 -1.434 -2.161 0.228
H -2.276 -0.572 -3.628 0.235
H -3.649 -0.034 -2.697 0.257
H -0.841 1.656 -4.527 0.257
H -0.499 -0.021 -4.140 0.225
H 0.740 1.201 -3.927 0.238
H 1.570 2.907 -2.774 0.234
H 0.764 4.295 -2.047 0.241
H 0.136 3.576 -3.516 0.246
H -0.610 4.733 0.235 0.258
H 0.984 4.058 -0.072 0.234
H 0.092 3.590 1.364 0.235
H -1.173 2.117 2.293 0.236
H -2.855 1.709 1.972 0.238
H -2.265 3.331 1.644 0.251
O 1.422 -1.592 1.135 -0.594
C 2.766 -1.840 0.879 0.391
C 3.687 -1.915 1.907 -0.275
C 5.021 -2.135 1.598 -0.144
C 5.430 -2.284 0.280 -0.201
C 4.489 -2.252 -0.732 -0.153
C 3.137 -2.043 -0.449 -0.184
C 2.138 -2.174 -1.506 0.423
N 0.903 -1.674 -1.544 -0.640
C 0.305 -2.179 -2.689 -0.091
C 1.192 -2.955 -3.351 -0.039
N 2.338 -2.936 -2.595 -0.473
H 3.380 -1.796 2.937 0.265
H 5.746 -2.185 2.399 0.242
H 6.472 -2.435 0.042 0.245
H 4.818 -2.372 -1.757 0.221
H -0.714 -1.957 -2.944 0.240
H 1.117 -3.515 -4.265 0.257
H 3.167 -3.480 -2.774 0.449
```

Output
Total charge: +2
Highest occupied orbital energy (eV): -14.05
Kohn-Sham gap (eV): 7.288

---

# 5
A structure of composition C35H37N3O4. Source: the OMol25 dataset; level of theory: the ωB97M-V functional and the def2-TZVPD basis.

```
79
Properties=species:S:1:pos:R:3:lowdin_charge:R:1
C -7.435 -0.402 -1.748 -0.065
N -6.587 0.692 -1.333 -0.207
C -7.249 1.959 -1.136 -0.069
C -5.240 0.573 -1.231 -0.237
C -4.466 1.654 -0.734 -0.021
C -3.098 1.504 -0.578 -0.029
C -2.433 0.296 -0.913 -0.170
C -0.971 0.209 -0.873 -0.131
C -0.187 1.351 -0.780 -0.025
C 1.192 1.352 -0.341 -0.115
C 2.091 2.446 -0.846 -0.206
C 3.468 2.221 -0.987 -0.037
C 4.354 3.297 -1.118 -0.081
C 3.860 4.602 -1.229 -0.094
C 2.476 4.817 -1.244 -0.078
C 1.594 3.730 -1.098 -0.032
C -0.326 -1.112 -0.989 -0.212
C 0.664 -1.372 -1.966 -0.018
C 1.187 -2.648 -2.135 -0.014
C 0.854 -3.679 -1.210 -0.224
N 1.327 -4.953 -1.362 -0.204
C 1.237 -5.938 -0.307 -0.071
C 1.996 -5.389 -2.576 -0.068
C -0.089 -3.388 -0.191 -0.009
C -0.721 -2.159 -0.141 -0.052
C -3.241 -0.780 -1.375 -0.014
C -4.612 -0.659 -1.539 -0.015
H -7.109 -1.353 -1.308 0.082
H -8.447 -0.177 -1.391 0.085
H -7.445 -0.488 -2.847 0.101
H -6.715 2.781 -1.632 0.090
H -8.255 1.849 -1.550 0.083
H -7.319 2.195 -0.064 0.096
H -4.951 2.587 -0.442 0.096
H -2.530 2.353 -0.192 0.111
H -0.666 2.308 -1.027 0.095
H 1.659 0.369 -0.232 0.121
H 3.843 1.203 -0.919 0.121
H 5.430 3.114 -1.115 0.109
H 4.547 5.447 -1.296 0.101
H 2.068 5.830 -1.356 0.104
H 0.511 3.885 -1.102 0.102
H 0.985 -0.580 -2.650 0.126
H 1.832 -2.878 -2.985 0.096
H 1.286 -5.453 0.670 0.085
H 0.316 -6.532 -0.360 0.092
H 2.084 -6.618 -0.397 0.084
H 1.541 -4.933 -3.469 0.086
H 3.065 -5.124 -2.563 0.094
H 1.921 -6.481 -2.652 0.086
H -0.375 -4.180 0.490 0.097
H -1.545 -2.008 0.559 0.113
H -2.782 -1.740 -1.603 0.112
H -5.225 -1.513 -1.826 0.092
C -2.762 0.297 3.387 -0.068
C -1.423 -0.323 3.145 -0.218
O -0.598 0.670 2.472 0.001
C 0.599 0.142 2.122 -0.446
C 1.508 1.210 1.543 -0.043
C 2.883 1.215 2.077 -0.170
C 3.562 -0.004 2.319 0.005
C 4.942 -0.061 2.481 0.021
C 5.657 1.150 2.439 -0.161
N 7.069 1.102 2.210 -0.324
O 7.654 2.183 1.949 0.038
O 7.660 0.001 2.247 0.047
C 4.985 2.396 2.360 0.006
C 3.611 2.433 2.207 -0.012
O 0.833 -1.049 2.231 0.082
H -3.418 -0.394 3.926 0.082
H -2.613 1.196 3.988 0.081
H -3.289 0.546 2.459 0.073
H -0.898 -0.542 4.085 0.134
H -1.528 -1.222 2.526 0.105
H 1.035 2.188 1.596 0.129
H 2.990 -0.929 2.368 0.108
H 5.491 -0.991 2.632 0.122
H 5.585 3.302 2.361 0.119
H 3.096 3.395 2.108 0.127
```

Output
Total charge: 0
Highest occupied orbital energy (eV): -6.95
Kohn-Sham gap (eV): 6.190

---

# 6
A structure of composition C35H37N3OPPmTe. Source: the OMol25 dataset; level of theory: the ωB97M-V functional and the def2-TZVPD basis.

```
79
Properties=species:S:1:pos:R:3:lowdin_charge:R:1
Pm 11.429 14.230 10.710 1.421
N 11.505 13.054 13.245 -0.011
C 11.909 11.702 13.561 -0.347
C 12.601 11.382 14.737 -0.018
C 12.796 10.057 15.078 -0.057
C 12.400 9.022 14.250 -0.052
C 11.856 9.329 13.022 -0.041
C 11.615 10.687 12.665 -0.317
P 11.213 11.275 11.000 1.027
C 10.786 9.726 10.172 -0.383
C 11.851 8.871 9.835 -0.124
C 11.640 7.667 9.157 -0.055
C 10.331 7.232 8.983 -0.061
C 9.282 8.100 9.151 -0.054
C 9.519 9.417 9.628 -0.053
C 9.604 12.114 11.185 -0.491
C 8.717 11.952 12.233 -0.076
C 7.644 12.779 12.307 -0.022
C 7.423 13.907 11.452 0.019
C 8.160 13.841 10.261 -0.070
C 9.215 12.916 10.053 -0.256
H 10.510 13.237 13.529 0.111
H 12.065 13.740 13.829 0.109
H 12.968 12.212 15.368 0.131
H 13.303 9.866 16.047 0.134
H 12.533 8.004 14.578 0.120
H 11.610 8.545 12.327 0.100
H 12.930 9.102 10.112 0.135
H 12.487 7.046 8.993 0.106
H 10.121 6.208 8.682 0.123
H 8.261 7.822 9.099 0.104
H 8.697 10.171 9.607 0.114
H 8.857 11.181 12.954 0.130
H 6.887 12.552 13.005 0.114
H 6.641 14.659 11.544 0.130
H 8.044 14.545 9.496 0.101
H 9.495 12.563 9.034 0.138
C 12.014 14.053 6.118 0.017
C 12.454 14.648 7.408 -0.415
O 11.598 14.748 8.375 -0.215
N 13.764 15.026 7.538 0.119
C 14.356 15.756 8.682 -0.082
C 14.790 14.971 9.916 -0.294
C 15.948 15.404 10.607 0.016
C 16.458 14.527 11.584 -0.013
C 15.756 13.403 11.999 -0.037
C 14.617 13.118 11.298 -0.141
N 14.064 13.947 10.373 -0.022
H 12.397 14.663 5.247 0.121
H 10.895 13.961 6.036 0.114
H 12.385 13.009 6.095 0.112
H 14.315 14.984 6.718 0.142
H 13.669 16.612 8.993 0.121
H 15.295 16.186 8.329 0.132
H 16.630 16.157 10.164 0.139
H 17.467 14.746 12.042 0.148
H 16.164 12.761 12.735 0.111
H 14.185 12.103 11.366 0.108
C 6.864 20.155 11.137 -0.052
C 8.189 19.501 11.311 -0.268
C 8.568 19.091 12.599 -0.001
C 9.796 18.487 12.852 -0.353
C 10.201 18.096 14.227 -0.121
C 10.528 18.180 11.708 -0.509
Te 12.271 16.954 12.012 0.794
C 10.191 18.542 10.391 -0.337
C 11.028 18.185 9.231 -0.118
C 8.919 19.102 10.201 -0.006
H 6.728 20.525 10.089 0.094
H 6.859 20.993 11.827 0.086
H 6.002 19.508 11.326 0.088
H 8.044 19.392 13.465 0.109
H 9.473 18.448 15.017 0.104
H 11.207 18.403 14.550 0.069
H 10.218 16.985 14.249 0.049
H 11.138 17.012 9.155 0.045
H 12.038 18.542 9.285 0.059
H 10.568 18.447 8.288 0.081
H 8.473 19.312 9.221 0.125
```

Output
Total charge: +2
Highest occupied orbital energy (spin up / spin down) (eV): -12.00 / -12.00
Kohn-Sham gap (spin up / spin down) (eV): 5.622 / 5.695
⟨S²⟩: 6.01
Multiplicity: 5

---

| no. | F_max (eV Å⁻¹) |
| --- | --- |
| 1 | 3.6 |
| 2 | 1.7 |
| 3 | 8.9 |
| 4 | 0.5 |
| 5 | 2.8 |
| 6 | 3.1 |